A structure of composition C15H7F5N2OSSm in a non-equilibrium geometry. Source: OMol25; level of theory: ωB97M-V/def2-TZVPD.

Element x y z (Å)
Sm: -0.058 -0.966 -1.684
O: 1.895 -1.185 -1.440
C: 2.839 -1.120 -0.465
C: 4.176 -1.092 -0.838
C: 5.175 -1.018 0.111
C: 4.849 -0.981 1.463
C: 3.522 -1.012 1.833
C: 2.490 -1.078 0.888
C: 1.094 -1.079 1.350
N: -0.024 -1.123 0.618
C: -1.100 -1.072 1.497
C: -0.633 -1.007 2.758
N: 0.741 -1.011 2.645
H: 4.405 -1.121 -1.895
H: 6.211 -0.990 -0.201
H: 5.622 -0.926 2.217
H: 3.292 -0.980 2.891
H: -2.121 -1.087 1.157
H: -1.136 -0.958 3.707
H: 1.383 -0.961 3.418
F: -6.306 1.863 -1.587
C: -4.984 1.795 -1.628
C: -4.351 0.570 -1.683
F: -5.045 -0.563 -1.695
C: -2.975 0.556 -1.715
F: -2.381 -0.704 -1.775
C: -2.157 1.664 -1.709
S: -0.392 1.620 -1.771
C: -2.837 2.878 -1.654
F: -2.154 4.016 -1.642
C: -4.218 2.949 -1.613
F: -4.821 4.126 -1.559

Summary:
Multiplicity: 6
ΔE to the lowest compared entry with this formula, charge and spin (kJ/mol): 0.0
Total charge: +1
LUMO level (alpha / beta) (eV): -4.102 / -3.792
Kohn-Sham gap (alpha / beta) (eV): 7.491 / 7.813

Here are the Mulliken charges for atoms 1 to 4, given in e:
1 Sm 1.3173
2 O -0.8322
3 C 0.8724
4 C -0.4623

=====

A structure of composition C15H7HoN3O5 in a non-equilibrium geometry. Source: OMol25; level of theory: ωB97M-V/def2-TZVPD.

Element x y z (Å)
O: -4.586 -5.263 0.807
C: -3.533 -4.804 0.727
Ho: -1.512 -2.316 0.423
O: -4.830 -1.768 1.654
C: -3.756 -1.850 1.256
C: -0.896 -4.599 -0.478
O: -0.638 -5.661 -0.873
C: -3.352 -2.571 -1.176
O: -4.252 -2.688 -1.863
C: -2.022 -3.131 2.692
O: -2.319 -3.503 3.749
N: 6.413 3.927 -0.833
C: 5.351 3.469 -0.720
C: 4.047 2.886 -0.575
C: 3.889 1.494 -0.497
C: 2.619 0.937 -0.363
C: 1.504 1.789 -0.308
C: 1.643 3.184 -0.373
C: 2.926 3.731 -0.504
N: 0.210 1.257 -0.198
C: -1.012 1.962 -0.220
C: -2.000 1.060 -0.096
N: -1.421 -0.207 -0.018
C: -0.080 -0.049 -0.066
H: 4.781 0.874 -0.540
H: 2.512 -0.155 -0.314
H: 0.751 3.831 -0.323
H: 3.042 4.814 -0.547
H: -1.076 3.034 -0.344
H: -3.081 1.167 -0.052
H: 0.677 -0.852 -0.030

Summary:
Multiplicity: 5
Total charge: +3
LUMO level (alpha / beta) (eV): -10.820 / -14.013
Kohn-Sham gap (alpha / beta) (eV): 8.673 / 2.893

Here are the natural (NBO) charges for atoms 1 to 4, given in e:
1 O -0.3597
2 C 0.4822
3 Ho 1.1022
4 O -0.3280

=====

A structure of composition C15H8Br2CoF6NO2Te. Source: OMol25; level of theory: ωB97M-V/def2-TZVPD.

Element x y z (Å)
Co: 0.865 -0.016 -0.664
Br: -3.114 3.228 -0.390
C: -3.122 1.376 -0.506
C: -4.294 0.659 -0.351
C: -4.302 -0.725 -0.433
Br: -5.931 -1.613 -0.213
C: -3.106 -1.475 -0.681
C: -3.015 -2.875 -0.779
C: -1.795 -3.454 -1.025
C: -0.662 -2.644 -1.157
N: -0.740 -1.333 -1.053
C: -1.921 -0.755 -0.827
C: -1.868 0.706 -0.745
O: -0.788 1.301 -0.887
H: -5.218 1.185 -0.161
H: -3.902 -3.483 -0.662
H: -1.693 -4.526 -1.103
H: 0.325 -3.047 -1.340
F: 1.839 -0.928 -1.856
Te: 1.189 -1.265 2.408
F: 2.096 -2.450 3.606
F: 0.816 -2.840 1.348
F: 1.453 0.140 3.673
F: -0.359 -1.660 3.330
O: 0.274 -0.183 1.173
F: 5.015 4.210 0.274
C: 4.105 3.232 0.085
C: 2.995 3.197 0.906
C: 2.057 2.190 0.711
C: 2.268 1.264 -0.298
C: 3.390 1.296 -1.109
C: 4.326 2.306 -0.914
H: 2.877 3.938 1.685
H: 1.188 2.126 1.350
H: 3.535 0.545 -1.872
H: 5.218 2.373 -1.522

Summary:
Multiplicity: 5
ΔE to the lowest compared entry with this formula, charge and spin (kJ/mol): 51.9
LUMO level (alpha / beta) (eV): -1.346 / -3.518
Kohn-Sham gap (alpha / beta) (eV): 7.821 / 5.710

Here are the natural (NBO) charges for atoms 1 to 4, given in e:
1 Co 1.4898
2 Br 0.1834
3 C -0.1247
4 C -0.2709

=====

A structure of composition C15H8Cl3F3IrN2O6S in a non-equilibrium geometry. Source: OMol25; level of theory: ωB97M-V/def2-TZVPD.

Element x y z (Å)
Ir: 0.214 0.300 -0.619
O: 1.618 -0.318 3.408
C: 1.051 0.036 2.287
O: 1.659 0.328 1.265
C: -0.450 0.073 2.283
C: -1.295 -0.549 3.192
C: -2.659 -0.493 2.953
C: -3.140 0.166 1.820
C: -2.224 0.777 0.976
N: -0.911 0.743 1.224
C: -2.524 1.443 -0.351
O: -3.704 1.959 -0.568
O: -1.650 1.518 -1.215
H: 2.589 -0.318 3.348
H: -0.886 -1.072 4.044
H: -3.350 -0.977 3.629
H: -4.195 0.160 1.582
H: -4.296 1.983 0.196
F: 2.479 -4.327 1.376
C: 1.577 -4.869 0.533
F: 2.188 -5.075 -0.634
F: 1.233 -6.057 1.035
C: 0.400 -3.921 0.382
C: -0.808 -4.286 1.109
C: -2.266 -3.616 1.372
C: -2.139 -2.347 0.796
N: -0.363 -2.024 -0.421
C: 0.734 -2.686 -0.385
S: 2.055 -1.714 -0.841
H: -0.755 -5.248 1.603
H: -2.671 -3.820 2.355
H: -1.519 -0.644 0.324
Cl: -1.554 -1.648 -0.186
C: -2.543 -1.321 -1.124
Cl: -3.807 -1.181 -2.117
Cl: -3.489 -4.288 0.125
C: -0.612 -1.618 -3.143
O: -1.043 -2.621 -3.496
O: -0.154 -0.599 -2.798

Summary:
Multiplicity: 5
ΔE to the lowest compared entry with this formula, charge and spin (kJ/mol): 2615.4
Total charge: +1
LUMO level (alpha / beta) (eV): -4.898 / -5.078
Kohn-Sham gap (alpha / beta) (eV): 5.062 / 6.276

Here are the natural (NBO) charges for atoms 1 to 4, given in e:
1 Ir 1.1691
2 O -0.6216
3 C 0.7828
4 O -0.5820